{"formula": "C4H10S2", "method": "the ωB97M-V functional and the def2-TZVPD basis", "orbital_gap_ev": 5.98, "de_lowest_kj_mol": 428.6, "e_homo_ev": -7.09, "energy_ha": -954.62032, "species": ["C", "C", "S", "S", "C", "C", "H", "H", "H", "H", "H", "H", "H", "H", "H", "H"], "positions_angstrom": [[-0.742, 2.295, 0.772], [-1.377, 1.860, -0.401], [1.418, 0.746, -1.264], [1.755, -0.200, 0.625], [0.526, -1.554, 0.606], [0.718, -2.429, -0.658], [-0.106, 1.533, -0.164], [-0.731, 1.741, 1.696], [-0.180, 3.223, 0.811], [-2.288, 1.297, -0.213], [-1.556, 2.623, -1.142], [0.651, -2.203, 1.476], [-0.427, -1.026, 0.719], [-0.067, -3.183, -0.769], [1.673, -2.962, -0.577], [0.732, -1.759, -1.520]], "forces_ev_per_angstrom": [[-0.9, 0.6, -0.1], [-1.3, 2.6, 3.2], [-0.5, -0.3, 1.3], [-0.2, 0.6, -0.6], [0.3, -0.3, -0.6], [-0.3, 0.4, 0.5], [1.2, -1.2, -1.9], [-0.3, -0.3, 0.0], [0.2, -0.3, -0.4], [0.9, -1.5, -0.5], [1.0, -0.3, -0.7], [0.2, 0.4, 0.2], [-0.2, -0.5, -0.4], [0.0, 0.2, 0.0], [-0.1, 0.2, -0.1], [0.0, -0.3, -0.1]], "mulliken_charge": [-0.357, -0.253, -0.449, -0.149, -0.333, -0.949, -0.001, 0.275, 0.247, 0.275, 0.295, 0.358, 0.155, 0.327, 0.265, 0.292]}